# 1
Formula: C7H14NO2P
Source: the Open Molecules 2025 dataset
Level of theory: ωB97M-V/def2-TZVPD

Cartesian coordinates (Å):
C1 -3.75 0.72 0.86
C2 -0.41 -0.66 0.26
C3 2.89 -0.24 1.67
C4 2.35 -1.22 -0.53
C5 1.70 1.20 -0.07
C6 -3.46 -0.02 -1.72
C7 1.89 -0.19 0.49
N1 0.60 -0.59 1.01
O1 -4.69 1.41 0.53
O2 -1.72 -1.01 0.54
P1 -3.46 -0.80 -0.04
H1 -3.15 1.10 1.65
H2 -0.19 -0.31 -0.80
H3 3.00 0.88 1.93
H4 2.27 -0.82 2.43
H5 3.83 -0.68 1.32
H6 3.40 -0.92 -1.10
H7 1.76 -1.35 -1.43
H8 2.62 -2.26 -0.10
H9 0.80 1.45 -0.67
H10 1.67 1.98 0.74
H11 2.47 1.62 -0.75
H12 -3.68 1.17 -1.72
H13 -2.43 -0.12 -2.13
H14 -4.31 -0.36 -2.37

Values from the calculation:
* SMILES string: CP(C=O)O/C=N/C(C)(C)C
* ΔE to the lowest compared entry with this formula, charge and spin: 293.0 kJ/mol
* HOMO energy: -9.318 eV
* LUMO energy: -0.02 eV
* energy: -821.5906 Eh

# 2
Formula: C7H14NO3P
Source: the Open Molecules 2025 dataset
Level of theory: ωB97M-V/def2-TZVPD

Cartesian coordinates (Å):
C1 -0.50 1.85 1.29
C2 -0.28 2.09 -1.18
C3 0.13 0.45 1.18
C4 0.32 0.68 -1.28
C5 -1.80 0.53 -0.22
C6 -1.29 1.96 -0.03
C7 -0.40 -0.07 -0.16
N1 -0.29 -1.63 -0.27
O1 0.54 -3.97 0.16
O2 1.66 -2.29 1.61
O3 2.28 -2.45 -0.79
P1 0.95 -2.43 0.18
H1 -1.18 1.91 2.14
H2 0.24 2.64 1.39
H3 0.48 2.85 -0.96
H4 -0.78 2.38 -2.10
H5 1.22 0.47 1.19
H6 -0.20 -0.21 1.98
H7 0.09 0.21 -2.24
H8 1.40 0.66 -1.14
H9 -2.44 0.19 0.59
H10 -2.29 0.36 -1.17
H11 -2.04 2.74 -0.02
H12 -0.30 -4.03 -0.29
H13 2.35 -2.94 1.72
H14 2.11 -1.93 -1.58

Values from the calculation:
* SMILES string: OP(O)(O)=N[C@]12CC[C@H](CC1)C2
* ΔE to the lowest compared entry with this formula, charge and spin: 0.0 kJ/mol
* HOMO energy: -9.023 eV
* LUMO energy: 0.58 eV
* energy: -897.0446 Eh